--- A ---
ORCA calculation (wB97M-V/def2-TZVPD) on a cluster of 2 separate species, C2H4O4 in total.

Each atom is followed by the atoms it is bonded to, with distances in Å.
Atoms and positions in Å:
1 O 0.5956 1.2056 0.5665  C2 1.174
2 C -0.5369 1.1029 0.8580  O1 1.174, O3 1.339, H4 1.018
3 O -1.5748 1.4183 0.0738  C2 1.339, H5 0.933
4 H -0.8797 0.7519 1.7496  C2 1.018
5 H -1.4014 1.7532 -0.7795  O3 0.933
6 O -0.5986 -1.0401 -0.2865  C7 1.188
7 C 0.4932 -1.4168 -0.5636  O6 1.188, O8 1.298, H9 1.214
8 O 1.6546 -0.8421 -0.4826  C7 1.298, H10 0.994
9 H 0.7776 -2.3002 -1.3462  C7 1.214
10 H 1.6240 -0.0799 0.1541  O8 0.994

Results
Total charge ... 0
SMILES ... O=CO.O=CO
Molecular weight ... 92.0 g mol⁻¹
Frontier orbital gap ... 0.4190 Eh

Atomic partial charges in e from the Löwdin method, atoms 1 to 4: 0.071 -0.385 0.116 0.122

***

--- B ---
ORCA calculation (wB97M-V/def2-TZVPD) on a cluster of 2 separate species, C2H4O4 in total.

Each atom is followed by the atoms it is bonded to, with distances in Å.
Atoms and positions in Å:
1 C 2.3451 -0.6141 -0.6186  C2 1.267, H7 1.082, H8 1.067
2 C 1.4464 0.2235 -0.3094  C1 1.267, O6 1.210
3 O -2.8974 -0.6011 0.5911  O5 1.425, H9 0.937
4 O -0.2046 1.0790 1.1339  O6 1.373
5 O -2.2915 0.2076 -0.4142  O3 1.425, H10 0.945
6 O 0.7468 1.1010 0.1440  C2 1.210, O4 1.373
7 H 3.4042 -0.4050 -0.5390  C1 1.082
8 H 2.1338 -1.4216 -1.2826  C1 1.067
9 H -3.1568 0.0865 1.1730  O3 0.937
10 H -1.5259 0.3443 0.1218  O5 0.945

Results
Total charge ... 0
Molecular weight ... 92.0 g mol⁻¹
Frontier orbital gap ... 0.3386 Eh

Atomic partial charges in e from the Löwdin method, atoms 1 to 4: 0.100 -0.057 -0.069 -0.130

***

--- C ---
ORCA calculation (wB97M-V/def2-TZVPD) on a cluster of 2 separate species, C2H4O4 in total.

Each atom is followed by the atoms it is bonded to, with distances in Å.
Atoms and positions in Å:
1 O -2.8469 0.4532 -0.3570  C2 1.186
2 C -2.2046 -0.5197 -0.1376  O1 1.186, O3 1.400, H4 1.108
3 O -0.8483 -0.6576 0.1816  C2 1.400, H5 0.926
4 H -2.6988 -1.4942 -0.3232  C2 1.108
5 H -0.2451 0.0097 -0.0379  O3 0.926
6 O 2.9667 -0.0384 -0.2170  C7 1.207
7 C 1.8466 0.0267 0.2277  O6 1.207, O8 1.373, H9 1.052
8 O 0.9942 1.0902 0.0619  C7 1.373, H10 0.951
9 H 1.4785 -0.5535 1.0242  C7 1.052
10 H 1.5577 1.6836 -0.4228  O8 0.951

Results
Total charge ... 0
SMILES ... O=CO.O=CO
Molecular weight ... 92.0 g mol⁻¹
Frontier orbital gap ... 0.4207 Eh

Atomic partial charges in e from the Löwdin method, atoms 1 to 4: 0.087 -0.335 0.036 0.139

***

Relative energies, in kJ/mol, with the most stable structure set to zero: A 0.0; B 882.9; C 10.3.